Here is a structure of composition C19H16BBrClF2MnN3O3 from the Open Molecules 2025 dataset. Energies are from ωB97M-V with the def2-TZVPD basis set.

Last column: Löwdin charge in e.
Geometry (Å):
Mn (0.166, -0.301, 0.025)  0.478
N (-0.869, 1.179, -1.241)  0.005
C (-1.688, 0.777, -2.391)  -0.136
C (-2.492, -0.435, -1.942)  -0.426
O (-3.680, -0.326, -1.683)  0.052
N (-1.752, -1.575, -1.706)  0.106
C (-2.311, -2.585, -0.802)  -0.049
C (-1.377, -2.951, 0.363)  -0.640
O (-1.720, -3.940, 1.011)  -0.004
O (-0.352, -2.222, 0.534)  -0.096
H (-1.433, 1.596, -0.500)  0.071
H (-0.187, 1.882, -1.506)  0.092
H (-1.034, 0.526, -3.222)  0.098
H (-2.399, 1.545, -2.699)  0.117
H (-2.534, -3.505, -1.339)  0.124
H (-3.242, -2.202, -0.392)  0.123
Br (2.382, 0.183, 1.283)  0.840
C (1.580, 1.337, 2.591)  -0.599
C (2.419, 2.032, 3.470)  -0.219
C (1.838, 2.874, 4.401)  -0.188
C (0.442, 3.018, 4.453)  -0.117
C (-0.408, 2.337, 3.532)  -0.210
C (-1.812, 2.474, 3.550)  -0.106
C (-2.615, 1.790, 2.637)  -0.161
C (-2.029, 0.986, 1.667)  -0.189
C (-0.634, 0.804, 1.563)  -0.209
C (0.165, 1.468, 2.530)  -0.256
H (3.494, 1.896, 3.429)  0.065
H (2.470, 3.411, 5.101)  0.067
H (-0.013, 3.671, 5.192)  0.068
H (-2.259, 3.118, 4.303)  0.078
H (-3.696, 1.887, 2.683)  0.072
H (-2.694, 0.456, 0.975)  0.077
Cl (4.243, -3.710, -1.734)  0.587
C (3.221, -2.341, -2.143)  -0.672
C (3.628, -1.490, -3.193)  -0.153
C (2.828, -0.342, -3.356)  -0.119
C (1.695, -0.166, -2.619)  -0.167
N (1.205, -1.083, -1.686)  -0.084
C (2.096, -2.128, -1.418)  -0.194
H (4.532, -1.670, -3.755)  0.070
H (3.104, 0.425, -4.071)  0.089
H (1.107, 0.732, -2.762)  0.082
H (1.814, -2.789, -0.607)  0.109
F (-0.202, -3.236, -2.341)  0.218
B (-0.560, -1.945, -2.463)  -0.870
F (-0.437, -1.460, -3.725)  0.177

Values from the calculation:
frontier orbital gap (alpha / beta) = 0.1084 / 0.2058 Ha
<S²> = 8.819
spin multiplicity = 6
LUMO (alpha / beta) = 0.1707 / 0.1698 Ha
energy above the lowest of the compared OMol25 structures with the same formula, charge and spin = 68.3 kJ/mol
strongest force on any atom = 0.9 eV/Å
net charge = -2